Record 1
51
Properties=species:S:1:pos:R:3:nbo_charge:R:1 method="wB97M-V/def2-TZVPD" multiplicity=1 orbital_gap_ev=5.56 e_homo_ev=-1.778 molar_mass_da=917.56 relative_energy_kcal_mol=22.46 total_charge=-2 e_lumo_ha=0.139
Al -0.34 -0.85 -0.61 1.57
C 6.63 0.15 1.42 -0.63
C 5.48 0.18 0.47 -0.02
C 5.67 0.46 -0.88 -0.22
C 4.59 0.51 -1.76 -0.23
C 3.32 0.27 -1.28 -0.28
C 3.11 0.00 0.06 -0.19
C 4.18 -0.06 0.93 -0.18
S 1.94 0.43 -2.40 2.35
O 1.33 1.70 -2.14 -0.97
O 2.44 0.16 -3.74 -0.98
N 0.89 -0.71 -2.01 -1.18
C 1.09 -2.01 -2.63 -0.33
C 0.11 -3.02 -2.03 0.79
O 0.04 -4.15 -2.48 -0.64
O -0.64 -2.56 -1.06 -0.88
H 7.58 0.22 0.89 0.19
H 6.63 -0.77 2.00 0.22
H 6.57 0.97 2.13 0.23
H 6.67 0.64 -1.26 0.19
H 4.74 0.71 -2.81 0.23
H 2.11 -0.15 0.47 0.25
H 3.98 -0.26 1.97 0.26
H 2.11 -2.39 -2.51 0.22
H 0.89 -1.96 -3.71 0.22
Se 2.04 -2.32 3.55 -0.80
Sb 0.95 -0.20 3.80 1.15
Se -0.61 0.03 1.41 -0.97
Se 2.26 1.78 3.57 -0.79
Se -1.03 -0.11 5.16 -0.80
C -3.89 1.90 1.59 -1.09
Ge -4.47 0.24 0.72 1.62
C -6.45 0.35 0.58 -1.08
C -4.05 -1.41 1.69 -1.09
C -3.99 0.09 -1.21 -1.03
Se -2.22 0.33 -2.00 0.40
C -1.80 2.11 -1.37 -0.79
H -4.46 2.02 2.51 0.23
H -4.08 2.76 0.95 0.21
H -2.84 1.86 1.84 0.28
H -6.90 0.42 1.57 0.22
H -6.86 -0.53 0.09 0.22
H -6.76 1.22 0.00 0.21
H -4.52 -1.38 2.67 0.23
H -2.98 -1.50 1.84 0.28
H -4.42 -2.27 1.14 0.22
H -4.64 0.78 -1.77 0.22
H -4.27 -0.92 -1.53 0.24
H -2.57 2.80 -1.71 0.21
H -0.83 2.36 -1.81 0.27
H -1.71 2.09 -0.28 0.26


Record 2
44
Properties=species:S:1:pos:R:3:nbo_charge:R:1 method="wB97M-V/def2-TZVPD" multiplicity=1 orbital_gap_ev=5.60 e_homo_ev=-10.431 molar_mass_da=328.29 relative_energy_kcal_mol=7.51 total_charge=+1 e_lumo_ha=-0.177
C -5.69 0.66 1.08 -0.66
C -4.64 -0.25 0.68 0.29
C -4.66 -1.54 0.22 -0.32
C -3.30 -1.94 0.11 -0.26
C -2.51 -0.87 0.51 -0.03
B -0.98 -0.71 0.98 0.96
O -0.46 0.57 0.51 -0.62
C -0.64 1.62 1.52 -0.09
C -0.78 0.95 2.88 -0.24
N -0.85 -0.53 2.61 -0.40
C -1.88 -1.21 3.43 -0.41
C 0.44 -1.25 2.88 -0.27
C 0.46 -2.37 1.85 -0.08
O -0.24 -1.92 0.67 -0.72
O -3.34 0.17 0.83 -0.45
H -6.65 0.17 0.89 0.24
H -5.64 0.90 2.14 0.22
H -5.66 1.60 0.51 0.23
H -5.54 -2.13 0.01 0.24
H -2.93 -2.90 -0.24 0.23
H 0.24 2.26 1.48 0.22
H -1.56 2.18 1.26 0.24
H 0.09 1.17 3.50 0.22
H -1.70 1.26 3.39 0.24
H -1.49 -1.28 4.46 0.21
H -2.81 -0.63 3.44 0.23
H -2.04 -2.23 3.05 0.24
H 1.30 -0.57 2.73 0.23
H 0.45 -1.62 3.90 0.23
H 1.49 -2.64 1.57 0.20
H -0.07 -3.26 2.25 0.19
C 4.22 1.66 -0.66 -0.44
C 3.42 1.05 -1.80 -0.51
S 1.61 1.16 -1.58 0.33
C 1.42 0.18 -0.21 -0.20
S 2.31 0.68 1.16 0.28
C 4.03 0.88 0.63 -0.50
H 5.28 1.63 -0.92 0.24
H 3.93 2.71 -0.50 0.23
H 3.60 1.59 -2.73 0.27
H 3.69 -0.01 -1.92 0.23
H 1.10 -0.84 -0.34 0.26
H 4.48 -0.11 0.55 0.23
H 4.49 1.42 1.47 0.26


Record 3
47
Properties=species:S:1:pos:R:3:lowdin_charge:R:1 method="wB97M-V/def2-TZVPD" multiplicity=1 orbital_gap_ev=6.88 e_homo_ev=-14.517 molar_mass_da=543.57 total_charge=+2 e_lumo_ha=-0.280
C -0.35 -3.14 2.80 -0.10
C -1.32 -4.01 1.91 -0.22
C -1.62 -3.16 0.62 -0.19
C -0.44 -3.26 -0.41 -0.17
N 0.53 -2.15 -0.40 0.04
C 0.12 -0.97 -1.12 -0.38
C -0.44 -1.14 -2.58 0.03
O 1.45 -0.34 -1.43 0.12
C 1.45 0.92 -1.61 -0.35
O 2.24 1.55 -2.36 -0.51
C 0.26 1.51 -0.77 -0.16
C -0.58 2.67 -1.40 -0.12
C 0.21 4.03 -1.57 -0.41
C 0.40 4.73 -0.16 -0.01
O -0.64 4.89 -2.33 -0.03
C -0.50 0.21 -0.30 -0.58
Br -2.46 0.37 -0.39 0.93
C -0.11 0.19 1.23 -0.18
O 1.30 0.04 1.38 0.03
C 1.72 -0.06 2.68 -0.69
F 2.62 0.91 2.94 0.16
F 2.38 -1.22 2.82 0.18
F 0.76 0.07 3.58 0.20
H -0.94 -2.25 3.11 0.07
H -0.02 -3.67 3.71 0.08
H 0.49 -2.84 2.15 0.05
H -2.24 -4.15 2.49 0.11
H -0.85 -4.98 1.65 0.11
H -1.93 -2.13 0.85 0.06
H -2.48 -3.68 0.15 0.12
H -0.89 -3.49 -1.40 0.11
H 0.13 -4.16 -0.13 0.13
H 1.46 -2.45 -0.68 0.15
H -1.52 -0.91 -2.65 0.07
H -0.33 -2.18 -2.93 0.10
H 0.09 -0.51 -3.31 0.10
H 0.83 2.03 0.04 0.16
H -0.94 2.40 -2.41 0.14
H -1.44 2.95 -0.75 0.11
H 1.17 3.91 -2.10 0.03
H 1.49 4.78 0.03 0.08
H -0.04 4.14 0.66 0.09
H 0.03 5.77 -0.17 0.10
H -1.38 5.13 -1.75 0.11
H -0.47 1.16 1.64 0.14
H -0.70 -0.60 1.71 0.10
Ba 3.49 3.07 -3.00 2.10